{"formula": "C25H32NO4S2", "method": "ωB97M-V/def2-TZVPD", "elements": ["C", "C", "C", "O", "C", "O", "C", "S", "N", "O", "C", "O", "C", "S", "H", "H", "H", "H", "H", "H", "H", "H", "H", "H", "H", "H", "H", "H", "C", "C", "C", "C", "C", "C", "H", "H", "H", "H", "H", "H", "C", "C", "C", "C", "C", "C", "H", "H", "H", "H", "H", "H", "C", "C", "C", "C", "C", "C", "H", "H", "H", "H", "H", "H"], "coordinates": [[-3.251358, 3.667716, 3.191352], [-3.946777, 2.737877, 2.159989], [-5.440864, 3.187748, 1.991131], [-6.399287, 2.150638, 2.329885], [-6.597110, 1.316943, 1.260369], [-7.449720, 1.484787, 0.512217], [-5.694223, 0.090211, 1.051730], [-5.942120, -1.094926, 2.438495], [-4.609965, -0.764218, 3.585840], [-3.390269, 2.781799, 0.845238], [-2.066867, 2.439237, 0.761993], [-1.463367, 2.834604, -0.140260], [-1.367155, 1.521256, 1.768977], [0.165556, 0.924256, 0.933631], [-2.335608, 4.138718, 2.808881], [-3.891261, 4.459137, 3.587589], [-2.937526, 3.039334, 4.039328], [-4.017302, 1.708722, 2.554652], [-5.598033, 3.413994, 0.923415], [-5.666183, 4.105231, 2.534568], [-5.950921, -0.436165, 0.127792], [-4.621277, 0.332163, 1.026069], [-4.775886, 0.082145, 4.142554], [-3.723554, -0.633888, 3.083447], [-4.519066, -1.588137, 4.188793], [-1.019622, 2.108053, 2.628538], [-1.971515, 0.666979, 2.104853], [0.712118, 0.048880, 1.819179], [2.403480, -4.407047, -1.970503], [2.153001, -3.279952, -2.742453], [1.479403, -2.197063, -2.193725], [1.064013, -2.237623, -0.869201], [1.317983, -3.363724, -0.096207], [1.984029, -4.450094, -0.647727], [2.926332, -5.252627, -2.399942], [2.482955, -3.246145, -3.773347], [1.278760, -1.320696, -2.797781], [0.542227, -1.390294, -0.439690], [0.995669, -3.395277, 0.938524], [2.177687, -5.330232, -0.046798], [7.153109, -8.028199, -2.814962], [6.902311, -6.901507, -3.586660], [6.228951, -5.818823, -3.037029], [5.814382, -5.859480, -1.712280], [6.068272, -6.984927, -0.939550], [6.734036, -8.070995, -1.491849], [7.675622, -8.873659, -3.244808], [7.231620, -6.867489, -4.617812], [6.027841, -4.942196, -3.640953], [5.293227, -5.012679, -1.282034], [5.746281, -7.015838, 0.094398], [6.927597, -8.950739, -0.890787], [2.096609, 6.797848, -1.461604], [1.705806, 5.525324, -1.066517], [0.373257, 5.267067, -0.771724], [-0.569477, 6.280916, -0.881476], [-0.179448, 7.552796, -1.279956], [1.154092, 7.812366, -1.566075], [3.136142, 6.999543, -1.688471], [2.440848, 4.733497, -0.987696], [0.069307, 4.278300, -0.457821], [-1.610340, 6.078506, -0.656555], [-0.915449, 8.342750, -1.367259], [1.459029, 8.805297, -1.871914]], "forces_ev_per_a": [[0.7, -0.7, 0.2], [-1.6, 1.3, 0.7], [0.3, -0.2, -1.2], [1.1, -0.2, 0.4], [2.4, -0.8, 1.7], [-3.4, 0.7, -2.8], [0.8, 0.2, 1.4], [-0.6, -0.4, -0.6], [0.4, 0.6, -0.4], [0.2, -0.7, 1.3], [-0.9, -1.2, 1.7], [1.6, 1.2, -3.0], [0.5, -0.4, 0.6], [0.0, 0.0, -0.4], [-0.3, -0.1, -0.1], [0.0, -0.2, -0.2], [0.0, 0.4, -0.1], [0.4, 0.2, -0.2], [0.2, 0.1, 0.3], [-0.2, -0.5, 0.3], [-0.1, 0.0, 0.3], [-0.3, 0.1, -0.2], [-0.1, -0.2, 0.1], [-0.1, -0.2, 0.1], [0.0, 0.1, 0.0], [-0.5, -0.1, 0.0], [0.0, 0.3, 0.0], [-0.7, 0.4, 0.2], [0.0, 0.0, 0.0], [0.0, 0.0, 0.0], [0.0, 0.0, 0.0], [0.0, 0.0, 0.0], [0.0, 0.0, 0.0], [0.0, 0.0, 0.0], [0.0, 0.0, 0.0], [0.0, 0.0, 0.0], [0.0, 0.0, 0.0], [0.0, -0.1, -0.1], [0.0, 0.0, 0.0], [0.0, 0.0, 0.0], [0.0, 0.0, 0.0], [0.0, 0.0, 0.0], [0.0, 0.0, 0.0], [0.0, 0.0, 0.0], [0.0, 0.0, 0.0], [0.0, 0.0, 0.0], [0.0, 0.0, 0.0], [0.0, 0.0, 0.0], [0.0, 0.0, 0.0], [0.0, 0.0, 0.0], [0.0, 0.0, 0.0], [0.0, 0.0, 0.0], [0.0, 0.0, 0.0], [0.0, 0.1, 0.0], [0.1, 0.0, 0.0], [0.0, 0.0, 0.0], [0.0, 0.0, 0.0], [0.0, 0.0, 0.0], [0.0, 0.0, 0.0], [0.0, 0.0, 0.0], [0.1, 0.1, -0.1], [0.0, 0.0, 0.0], [0.0, 0.0, 0.0], [0.0, 0.0, 0.0]], "total_charge": 1, "max_force_ev_per_a": 4.44, "orbital_gap_ev": 5.8, "e_tot_ha": -2123.566347, "e_lumo_ha": -0.171, "mol_weight_g_mol": 474.67}

{"formula": "C2H11N2O", "method": "ωB97M-V/def2-TZVPD", "elements": ["C", "N", "H", "H", "H", "H", "H", "H", "N", "C", "O", "H", "H", "H", "H", "H"], "coordinates": [[-1.760314, 0.174335, -1.596894], [-1.128386, 0.852404, -0.422726], [-2.849867, 0.232759, -1.463875], [-1.478619, 0.552428, -2.591835], [-1.414841, -0.863805, -1.595110], [-0.769522, 1.792257, -0.714417], [-0.254815, 0.182678, -0.026488], [-1.877972, 1.110360, 0.374156], [0.568252, -0.550523, 1.714055], [1.845705, -0.356924, 0.999576], [1.527968, 0.177201, -0.294162], [0.120731, -1.460591, 1.485761], [0.801029, -0.811577, 2.689221], [2.277289, 0.467181, 1.618284], [2.578388, -1.150658, 0.890061], [1.814975, -0.347524, -1.065608]], "forces_ev_per_a": [[-0.6, -0.7, -0.2], [0.0, 0.5, 2.0], [0.4, -0.2, -0.3], [0.0, 0.4, 0.7], [-0.4, 0.1, 0.1], [0.1, -1.1, 0.5], [-2.0, 2.7, -0.7], [2.3, -1.2, -2.1], [0.2, -2.4, 0.3], [-0.1, 1.6, 0.7], [-0.4, -0.2, -0.3], [0.3, 0.5, -0.5], [-0.1, 1.0, -0.3], [0.2, -0.6, -0.9], [-0.3, -0.5, 0.2], [0.2, 0.0, 0.9]], "total_charge": 1, "max_force_ev_per_a": 3.43, "orbital_gap_ev": 11.3, "e_tot_ha": -267.268852, "e_lumo_ha": -0.120, "mol_weight_g_mol": 79.12}

{"formula": "C9H12", "method": "ωB97M-V/def2-TZVPD", "elements": ["C", "C", "C", "C", "C", "C", "C", "C", "C", "H", "H", "H", "H", "H", "H", "H", "H", "H", "H", "H", "H"], "coordinates": [[1.915471, -0.968663, -2.773765], [1.506037, -0.230876, -1.636633], [1.211651, 0.370767, -0.620463], [0.631457, 1.008411, 0.497996], [0.419866, 2.514782, 0.220999], [-0.628659, 0.243789, 0.757901], [-1.293578, -0.744227, 1.280144], [-1.250662, -2.168502, 1.734068], [-2.160299, 0.369305, 0.793410], [2.855198, -1.394284, -2.493759], [2.037195, -0.294557, -3.569074], [1.172705, -1.638815, -3.145909], [1.276838, 0.846870, 1.409939], [0.664691, 2.995004, 1.090943], [-0.501422, 2.837324, 0.034594], [1.138619, 2.904420, -0.441370], [-0.502212, -2.419891, 2.414993], [-0.916376, -2.745637, 0.812230], [-2.228661, -2.525084, 2.130637], [-2.698379, 0.805021, 1.627509], [-2.649480, 0.234843, -0.124391]], "forces_ev_per_a": [[0.2, 0.0, 0.0], [-1.2, 1.7, 3.0], [1.3, -2.0, -3.3], [-0.6, 0.3, 1.4], [3.0, -2.2, 1.0], [-1.4, 0.3, 1.6], [1.6, -0.6, -0.6], [-1.3, -0.2, -2.3], [1.0, -0.6, 1.3], [0.6, -0.9, -0.5], [0.6, 1.0, -1.3], [-0.4, -1.0, 0.2], [-0.4, 0.4, -0.9], [0.6, 1.4, 2.6], [-4.0, 0.7, -1.4], [0.7, 0.2, -1.3], [1.3, 0.1, 1.4], [-0.9, 0.3, 1.0], [0.7, 0.2, -0.5], [-0.2, 0.9, -0.3], [-1.1, 0.0, -1.1]], "total_charge": 0, "smiles": "CC#C[C@@H](C)C1=C(C)C1", "max_force_ev_per_a": 4.27, "orbital_gap_ev": 9.4, "e_tot_ha": -349.942747, "e_lumo_ha": 0.034, "mol_weight_g_mol": 120.19}

{"formula": "C36H37AsHfN4O", "method": "ωB97M-V/def2-TZVPD", "elements": ["Hf", "O", "C", "N", "C", "C", "C", "C", "C", "C", "N", "C", "C", "C", "C", "C", "N", "H", "H", "H", "H", "H", "H", "H", "H", "H", "H", "C", "C", "C", "C", "C", "C", "As", "N", "C", "C", "C", "C", "C", "C", "C", "C", "C", "C", "C", "C", "C", "C", "C", "C", "C", "C", "H", "H", "H", "H", "H", "H", "H", "H", "H", "H", "H", "H", "H", "H", "H", "H", "H", "H", "H", "H", "H", "H", "H", "H", "H", "H", "H"], "coordinates": [[-0.104664, 1.668275, -0.143536], [-0.602670, 5.786235, -0.463796], [-0.685977, 4.584201, -0.550226], [-0.474612, 3.674949, 0.458845], [0.397728, 4.188874, 1.514110], [1.806695, 3.782546, 1.139477], [2.940368, 4.459694, 1.540330], [4.182805, 3.978951, 1.156723], [4.262880, 2.820325, 0.395456], [3.095285, 2.183710, 0.041029], [1.885921, 2.663531, 0.385435], [-0.893340, 3.968718, -1.917599], [-1.369143, 4.725831, -2.966697], [-1.399626, 4.165553, -4.234538], [-0.931642, 2.870199, -4.418001], [-0.474902, 2.164943, -3.327613], [-0.460803, 2.695291, -2.088523], [0.133430, 3.745661, 2.479208], [0.310991, 5.269254, 1.615137], [2.845693, 5.357573, 2.135441], [5.082716, 4.503636, 1.449230], [5.214327, 2.413549, 0.085714], [3.097996, 1.260380, -0.523604], [-1.678669, 5.742867, -2.771497], [-1.769346, 4.737006, -5.075644], [-0.920270, 2.409240, -5.395174], [-0.115356, 1.149037, -3.419489], [-3.007055, 1.588607, 3.713881], [-2.624924, 0.780822, 2.507752], [-2.197485, -0.535347, 2.623238], [-1.780545, -1.298676, 1.531829], [-1.436088, -2.745642, 1.745792], [-1.773850, -0.704749, 0.262370], [-0.320915, -0.922349, -1.054171], [0.888736, -0.106128, 0.137967], [1.271531, -0.600732, 1.414243], [1.631055, -1.925578, 1.644244], [1.909657, -2.371592, 2.927950], [1.814479, -1.516698, 4.014038], [1.437349, -0.198173, 3.807122], [1.171956, 0.251573, 2.524323], [0.128182, -2.745640, -1.493774], [1.446543, -3.135818, -1.736927], [2.626162, -2.197715, -1.758302], [1.679899, -4.478166, -2.024732], [0.652150, -5.404026, -2.116644], [0.925164, -6.848566, -2.417306], [-0.657616, -4.953335, -1.954065], [-0.949266, -3.634011, -1.656920], [-2.389869, -3.205728, -1.546252], [-2.422215, 0.557107, 0.087988], [-2.996069, 0.987557, -1.251695], [-2.790137, 1.296628, 1.220495], [-2.528604, 1.206215, 4.613624], [-4.086708, 1.549134, 3.870311], [-2.736915, 2.637447, 3.590213], [-2.154160, -0.984756, 3.609721], [-0.955979, -2.900635, 2.709548], [-0.797537, -3.148292, 0.963577], [-2.365122, -3.322750, 1.743198], [1.700445, -2.613180, 0.812890], [2.202380, -3.402661, 3.078701], [2.027954, -1.873719, 5.012026], [1.344118, 0.479197, 4.646068], [0.875022, 1.289142, 2.403884], [2.343217, -1.151813, -1.656843], [3.162599, -2.312361, -2.700319], [3.329892, -2.429672, -0.956768], [2.700253, -4.797305, -2.205477], [1.977777, -7.020114, -2.631965], [0.339713, -7.183029, -3.274067], [0.644405, -7.474275, -1.568645], [-1.476857, -5.652359, -2.079135], [-3.038987, -3.968769, -1.970346], [-2.583763, -2.278874, -2.093976], [-2.697056, -3.049930, -0.510158], [-2.451878, 0.598363, -2.109231], [-3.091519, 2.071139, -1.337165], [-4.007090, 0.578153, -1.304102], [-3.288246, 2.252053, 1.091795]], "forces_ev_per_a": [[0.0, 0.3, -0.5], [0.0, 0.0, 0.0], [0.0, 0.1, 0.0], [0.1, -0.1, 0.0], [0.0, 0.0, 0.0], [0.0, 0.0, 0.0], [0.0, 0.0, 0.0], [0.0, 0.0, 0.0], [0.0, 0.0, 0.0], [0.0, 0.0, 0.0], [0.0, -0.1, 0.2], [0.0, 0.0, 0.0], [0.0, 0.0, 0.0], [0.0, 0.0, 0.0], [0.0, 0.0, 0.0], [0.0, 0.0, 0.0], [0.0, 0.0, -0.1], [0.0, 0.0, 0.0], [0.0, 0.0, 0.0], [0.0, 0.0, 0.0], [0.0, 0.0, 0.0], [0.0, 0.0, 0.0], [0.0, 0.0, 0.0], [0.0, 0.0, 0.0], [0.0, 0.0, 0.0], [0.0, 0.0, 0.0], [0.0, 0.0, 0.0], [0.0, 0.0, 0.0], [0.0, 0.0, 0.0], [0.0, 0.0, 0.0], [0.0, 0.0, 0.0], [0.0, 0.0, 0.0], [0.0, 0.1, 0.1], [-0.1, 0.0, 0.0], [0.1, 0.0, 0.4], [-0.3, -0.1, 0.1], [0.3, 0.1, -0.2], [0.1, 0.0, 0.0], [0.0, 0.0, 0.0], [0.0, 0.1, 0.0], [0.1, -0.2, -0.1], [0.0, 0.0, 0.0], [0.0, 0.0, 0.0], [0.0, 0.0, 0.0], [0.0, 0.0, 0.0], [0.0, 0.0, 0.0], [0.0, 0.0, 0.0], [0.0, 0.0, 0.0], [0.0, 0.0, 0.0], [0.0, 0.0, 0.0], [0.1, 0.0, 0.1], [0.0, 0.0, 0.0], [0.0, 0.0, 0.1], [0.0, 0.0, 0.0], [0.0, 0.0, 0.0], [0.0, 0.0, 0.0], [0.0, 0.0, 0.0], [0.0, 0.0, 0.0], [0.0, 0.0, 0.0], [0.0, 0.0, 0.0], [0.0, 0.0, 0.0], [0.0, 0.0, 0.0], [0.0, 0.0, 0.0], [0.0, 0.0, 0.0], [0.0, 0.2, 0.0], [0.0, 0.0, 0.0], [0.0, 0.0, 0.0], [0.0, 0.0, 0.0], [0.0, 0.0, 0.0], [0.0, 0.0, 0.0], [0.0, 0.0, 0.0], [0.0, 0.0, 0.0], [0.0, 0.0, 0.0], [0.0, 0.0, 0.0], [0.0, 0.0, 0.0], [0.0, 0.0, -0.1], [0.0, 0.0, 0.0], [0.0, 0.0, 0.0], [0.0, 0.0, 0.0], [0.0, 0.0, 0.0]], "total_charge": 2, "max_force_ev_per_a": 0.59, "orbital_gap_ev": 7.1, "e_tot_ha": -3971.667810, "e_lumo_ha": -0.237, "mol_weight_g_mol": 795.13}